# 1
The molecule C5H5NO, computed with wB97M-V/def2-TZVPD.

Last column: natural (NBO) charge in e.
Positions of all 12 atoms, in Å:
C1 1.076 0.431 0.284  -0.08
H1 1.066 0.511 -2.020  0.49
H2 2.557 -0.452 1.742  0.25
O1 0.165 0.836 -1.892  -0.69
H3 -2.198 0.112 -0.207  0.25
C2 -0.936 -1.026 1.035  0.29
C3 -1.203 -0.343 -0.226  -0.52
N1 -0.616 -1.512 2.034  -0.32
C4 -0.107 0.748 -0.511  0.04
H4 -0.533 1.708 -0.205  0.21
H5 -1.200 -1.044 -1.064  0.27
C5 1.928 0.031 1.030  -0.17

Output
Orbital gap, eV: 11.27
Energy, eV: -8800.786
Structure (SMILES): C#C[C@@H](O)CC#N
Energy above the lowest of the compared OMol25 structures with the same formula, charge and spin, kJ/mol: 254.1

---

# 2
The molecule C5H5NO, computed with wB97M-V/def2-TZVPD.

Last column: natural (NBO) charge in e.
Positions of all 12 atoms, in Å:
H1 -1.786 1.425 -0.176  0.18
H2 -3.332 -0.277 -0.141  0.49
C1 -1.546 0.345 -0.058  0.28
C2 -0.204 0.106 0.188  -0.24
H3 -0.011 -2.291 0.259  0.21
C3 0.442 -1.220 0.169  0.05
O1 -2.480 -0.587 -0.079  -0.63
C4 0.975 1.000 0.089  -0.30
H4 3.078 0.465 -0.213  0.20
C5 2.040 0.147 -0.155  -0.04
H5 1.054 2.110 0.224  0.23
N1 1.770 -1.222 -0.106  -0.43

Output
Orbital gap, eV: 8.24
Energy, eV: -8801.292
Structure (SMILES): O/C=C1/C=CN=C1
Energy above the lowest of the compared OMol25 structures with the same formula, charge and spin, kJ/mol: 205.2

---

# 3
The molecule C5H5NO, computed with wB97M-V/def2-TZVPD.

Last column: natural (NBO) charge in e.
Positions of all 12 atoms, in Å:
O1 0.382 2.252 -1.553  -0.60
C1 0.926 -0.232 0.026  -0.08
N1 -0.208 0.405 -0.447  -0.42
H1 -1.372 1.318 -1.807  0.12
C2 0.574 -0.300 1.478  -0.20
H2 -1.266 -1.353 1.938  0.21
H3 -0.685 -1.504 -1.214  0.24
H4 0.972 0.377 2.293  0.23
C3 -0.426 1.351 -1.370  0.52
C4 -0.305 -1.047 -0.319  -0.10
C5 -0.534 -0.998 1.249  -0.17
H5 1.942 -0.268 -0.275  0.24

Output
Orbital gap, eV: 10.05
Energy, eV: -8798.915
Structure (SMILES): O=CN1[C@@H]2C=C[C@@H]21
Energy above the lowest of the compared OMol25 structures with the same formula, charge and spin, kJ/mol: 434.6

---

# 4
The molecule C5H5NO, computed with wB97M-V/def2-TZVPD.

Last column: natural (NBO) charge in e.
Positions of all 12 atoms, in Å:
O1 1.034 -0.090 1.985  -0.50
C1 1.408 0.240 0.885  0.43
N1 -2.060 2.085 0.551  -0.30
C2 -1.466 1.237 0.033  0.28
H1 2.347 0.811 0.755  0.13
C3 -0.739 0.228 -0.704  -0.31
C4 -0.427 -1.133 -0.167  -0.37
H2 -0.654 -1.297 0.883  0.26
C5 0.699 -0.164 -0.373  -0.33
H3 1.335 -0.196 -1.254  0.24
H4 -0.936 0.269 -1.773  0.26
H5 -0.540 -1.990 -0.820  0.23

Output
Orbital gap, eV: 11.02
Energy, eV: -8801.953
Structure (SMILES): N#C[C@@H]1C[C@@H]1C=O
Energy above the lowest of the compared OMol25 structures with the same formula, charge and spin, kJ/mol: 141.4